The following is a DFT calculation (ωB97M-V/def2-TZVPD) of a single C3H4N2O2 molecule.

The value obtained for the relative energy (zero: lowest compared OMol25 entry of this formula, charge and spin) is 97.9 kcal/mol. The maximum force is 3.0 eV/A. As for the SMILES: Oc1cnn(O)c1. As for the frontier orbital gap: 9.35 eV.

```
11
Properties=species:S:1:pos:R:3:mulliken_charge:R:1
O -2.2909 -0.5881 0.1239 -0.52
O 2.4126 -0.6509 0.1063 -0.49
N 1.1219 -0.2101 -0.0578 0.79
N 0.9495 1.0845 0.0406 -0.79
C -0.3997 1.1424 -0.0091 -0.44
C -1.0173 -0.1185 -0.0506 0.49
C 0.0188 -1.0325 -0.0986 -0.56
H -0.9178 2.1222 0.0702 0.35
H 0.1222 -2.0908 0.0083 0.43
H 2.9517 0.1949 -0.0270 0.41
H -2.9511 0.1470 -0.1062 0.34
```